(1)
A cluster of 2 separate species, C7H7OS3 in total. Source: the Open Molecules 2025 dataset; level of theory: the ωB97M-V functional and the def2-TZVPD basis.

XYZ file:
```
18
C7H7OS3 the ωB97M-V functional and the def2-TZVPD basis
C 1.44 -0.28 -0.14
C -0.42 0.12 1.32
C 0.61 -0.15 -1.24
C -1.25 0.25 0.22
C 0.94 -0.13 1.14
C -0.73 0.15 -1.05
C 1.86 -0.19 2.33
O -2.63 1.63 -1.99
S -0.66 0.83 -3.95
S -3.88 -2.01 -2.22
S -1.91 0.43 -2.43
H 2.49 -0.49 -0.29
H -0.82 0.21 2.32
H 1.00 -0.24 -2.25
H -2.30 0.46 0.35
H 1.44 -0.82 3.11
H 2.83 -0.58 2.05
H 1.99 0.81 2.74
```

Results
total charge	-1
lowest unoccupied orbital energy (alpha / beta)	1.28 / 1.96	eV
E_HOMO (alpha / beta)	-4.02 / -4.29	eV

(2)
A structure of composition C22H54Hg2N2O18 in a non-equilibrium geometry. Source: the Open Molecules 2025 dataset; level of theory: the ωB97M-V functional and the def2-TZVPD basis.

XYZ file:
```
98
C22H54Hg2N2O18 the ωB97M-V functional and the def2-TZVPD basis
Hg -1.46 0.89 1.93
Hg -0.93 -0.50 -1.69
C 0.84 0.49 0.31
O 0.94 0.43 1.61
O -0.06 1.25 -0.27
O 1.22 -0.52 -0.40
C -2.94 -0.46 0.02
O -3.23 -0.68 -1.22
O -1.87 -1.03 0.55
O -3.39 0.58 0.66
C -0.08 1.81 -4.16
C 1.22 1.15 -3.81
O 1.01 -0.26 -3.56
O -0.93 1.80 -3.02
H -0.64 1.34 -4.98
H 0.16 2.84 -4.45
H 1.55 1.53 -2.84
H 1.95 1.25 -4.61
H 1.66 -0.79 -4.02
H -1.25 2.65 -2.71
C 3.85 -2.35 0.10
C 3.08 -3.20 1.11
O 2.06 -2.42 1.74
O 3.23 -2.28 -1.16
H 4.85 -2.79 -0.03
H 3.94 -1.36 0.54
H 3.72 -3.51 1.93
H 2.65 -4.09 0.63
H 1.58 -1.86 1.09
H 2.53 -1.60 -1.07
C 1.60 4.04 -1.00
C 2.21 4.94 -2.03
O 2.03 4.55 -3.38
O 0.20 3.93 -1.10
H 1.91 4.38 0.00
H 2.11 3.07 -1.02
H 3.29 4.93 -1.88
H 1.92 5.99 -1.88
H 1.18 4.94 -3.62
H -0.06 3.06 -0.73
C 4.01 1.54 2.94
C 3.36 1.40 4.29
O 2.34 0.39 4.39
O 3.21 2.04 1.90
H 4.40 0.54 2.67
H 4.82 2.26 3.09
H 2.92 2.29 4.76
H 4.13 1.10 5.02
H 2.19 -0.02 3.52
H 2.40 1.49 1.73
C -2.64 -1.88 3.65
O -2.23 -0.52 3.70
C -1.63 -0.20 4.95
C -1.59 1.34 4.94
N -0.73 1.90 3.88
C -0.88 3.36 3.77
C -1.80 3.94 2.67
O -1.77 3.17 1.46
C -2.66 3.75 0.53
H -1.80 -2.54 3.43
H -3.35 -2.04 2.84
H -3.17 -2.16 4.56
H -0.60 -0.57 4.94
H -2.21 -0.48 5.82
H -1.26 1.73 5.92
H -2.63 1.65 4.80
H 0.21 1.62 4.16
H 0.09 3.85 3.67
H -1.30 3.70 4.72
H -1.38 4.90 2.35
H -2.82 4.14 3.02
H -3.67 3.84 0.94
H -2.79 3.05 -0.30
H -2.31 4.72 0.17
C -1.02 -6.95 -2.07
O -1.06 -5.72 -1.34
C 0.17 -5.01 -1.27
C -0.10 -3.52 -1.06
N -0.50 -2.79 -2.28
C -1.74 -3.19 -2.92
C -2.01 -2.37 -4.17
O -2.09 -1.01 -3.88
C -2.94 -0.28 -4.72
H -0.14 -6.99 -2.73
H -1.88 -6.98 -2.73
H -0.95 -7.78 -1.36
H 0.99 -5.11 -1.99
H 0.60 -5.36 -0.31
H 0.88 -3.14 -0.78
H -0.77 -3.42 -0.21
H 0.28 -3.09 -2.87
H -2.62 -3.01 -2.29
H -1.76 -4.25 -3.19
H -3.02 -2.70 -4.45
H -1.32 -2.53 -5.01
H -2.94 0.75 -4.39
H -3.99 -0.61 -4.67
H -2.58 -0.40 -5.75
```

Results
total charge	0
lowest unoccupied orbital energy	0.46	eV
E_HOMO	-7.92	eV
energy above the lowest of the compared OMol25 structures with the same formula, charge and spin	0.0	kcal per mole

(3)
A cluster of 5 separate species, C27H46N2O11 in total in a non-equilibrium geometry. Source: the Open Molecules 2025 dataset; level of theory: the ωB97M-V functional and the def2-TZVPD basis.

XYZ file:
```
86
C27H46N2O11 the ωB97M-V functional and the def2-TZVPD basis
C 3.39 -0.60 1.18
C 1.97 -0.66 2.06
O 1.78 -1.64 2.95
N 0.86 0.35 1.82
C 0.39 1.01 3.10
C -0.58 2.32 2.89
C -1.57 2.26 1.59
C -3.16 2.08 2.06
N -4.00 2.01 0.80
C -4.78 0.71 0.84
O -4.37 -0.32 0.09
O -6.02 0.50 1.65
C -7.12 1.28 1.04
C -8.51 0.82 1.80
C -8.28 0.71 3.44
C -9.05 -0.67 1.28
H 4.26 -0.85 1.93
H 3.29 -1.47 0.37
H 3.54 0.45 0.67
H 1.10 1.04 1.08
H -0.07 0.22 3.86
H 1.37 1.41 3.64
H -1.29 2.36 3.85
H 0.09 3.28 2.96
H -1.37 1.38 0.85
H -1.43 3.29 1.01
H -3.40 2.97 2.78
H -3.17 1.06 2.68
H -4.68 2.83 0.85
H -6.94 2.42 1.27
H -7.15 1.13 -0.13
H -9.38 1.61 1.62
H -9.31 0.49 3.99
H -7.56 -0.18 3.75
H -7.83 1.74 3.83
H -9.13 -0.68 0.09
H -8.28 -1.46 1.69
H -10.14 -0.83 1.73
O 6.76 -0.84 -0.84
C 6.02 -1.24 -1.73
C 5.68 -2.68 -1.99
C 5.09 -2.62 -3.37
C 4.50 -1.23 -3.42
O 5.35 -0.43 -2.60
H 4.95 -3.01 -1.25
H 6.57 -3.31 -1.96
H 4.36 -3.40 -3.57
H 5.89 -2.71 -4.12
H 3.48 -1.20 -3.01
H 4.48 -0.83 -4.43
O -3.34 -5.45 4.21
C -2.94 -4.52 3.52
C -1.51 -4.17 3.29
C -1.61 -2.77 2.74
C -2.96 -2.79 2.05
O -3.76 -3.68 2.82
H -1.08 -4.86 2.56
H -0.94 -4.18 4.22
H -0.79 -2.50 2.07
H -1.63 -2.05 3.56
H -2.90 -3.16 1.03
H -3.42 -1.80 2.04
O 3.97 -3.62 -5.74
C 4.65 -3.48 -6.75
C 4.60 -2.31 -7.68
C 5.30 -2.84 -8.90
C 6.26 -3.84 -8.32
O 5.59 -4.37 -7.17
H 5.14 -1.47 -7.22
H 3.56 -2.03 -7.90
H 5.80 -2.06 -9.48
H 4.58 -3.34 -9.55
H 7.20 -3.39 -8.00
H 6.48 -4.65 -9.02
O 2.39 3.26 1.54
C 2.24 4.47 1.55
C 3.16 5.46 2.21
C 2.31 6.70 2.24
C 1.42 6.53 1.04
O 1.22 5.12 0.91
H 4.05 5.59 1.58
H 3.43 5.13 3.21
H 2.89 7.63 2.22
H 1.70 6.71 3.15
H 1.88 6.90 0.12
H 0.45 7.02 1.17
```

Results
total charge	0
lowest unoccupied orbital energy	0.40	eV
E_HOMO	-9.13	eV
structure (SMILES)	CC(=O)NCCCCNC(=O)OCC(C)C.O=C1CCCO1.O=C1CCCO1.O=C1CCCO1.O=C1CCCO1
energy above the lowest of the compared OMol25 structures with the same formula, charge and spin	112.4	kcal per mole

Which formula does entry 2 have?
C22H54Hg2N2O18

The lowest total charge belongs to which entry?
C7H7OS3